334
Properties=species:S:1:pos:R:3 method="wB97M-V/def2-TZVPD" lumo_ev=-14.790 homo_energy_ev=-23.59 molar_mass_g_mol=2299.5 orbital_gap_ev=8.8 total_charge=+10
F 2.632 0.669 -0.408
F 1.763 2.863 -0.152
F 3.250 -2.879 1.341
F -0.313 1.685 3.773
F -0.587 -5.150 -2.046
F -1.425 -2.869 2.864
F -2.048 0.737 -5.178
F -3.626 -3.581 2.811
F -2.061 2.328 2.510
F 1.051 -3.814 -1.527
F -2.453 -3.381 0.877
F 5.218 -3.290 2.471
F 3.807 -1.637 3.142
F 3.951 2.577 -0.157
F 5.072 -1.556 1.278
F -0.450 3.857 3.212
F -3.985 0.304 -6.158
F -3.822 1.954 -4.717
F 2.851 1.722 1.492
F -1.904 2.979 4.775
F -0.516 -3.133 -2.984
F 1.108 -4.641 -3.640
F -2.953 -1.535 2.171
F -3.746 -0.150 -3.968
N -7.437 2.585 -4.185
N -4.782 0.103 -0.251
N 2.944 4.582 3.717
N 1.472 -6.963 1.721
N -4.063 -5.116 -2.801
N -3.106 4.125 -7.959
N 5.101 -0.663 -2.025
N -0.601 -6.287 2.193
N -1.707 -2.902 8.367
N -0.960 -1.676 6.611
N 2.131 5.835 -2.490
N 7.019 -5.627 5.808
N 0.705 6.380 -4.164
N 3.603 5.378 5.741
N -7.455 0.376 -4.109
N -4.926 2.186 0.511
N -4.497 -6.790 -1.423
N -1.615 -2.664 -7.803
N -1.849 2.208 -8.243
N -0.826 1.024 -0.674
N 0.136 -0.381 0.795
N 5.734 1.967 3.934
N 6.493 -6.335 -0.211
N 4.936 -5.302 5.397
N 7.986 -7.183 1.372
N -2.467 10.605 0.819
N 0.107 -2.114 -6.508
N 4.589 -2.119 -3.633
N -4.013 11.570 -0.613
N -5.846 -0.522 4.258
N 6.505 3.048 2.106
N -7.250 0.128 2.513
C 6.907 -5.350 0.594
C 6.841 -4.277 5.729
C -3.331 10.379 -0.285
C -3.862 0.137 5.378
C -5.730 4.471 -3.964
C -1.273 2.288 -1.359
C 4.270 6.173 6.770
C -5.688 -7.163 0.677
C 2.556 3.650 4.692
C -2.429 -3.288 -8.897
C 0.205 6.565 -5.475
C -1.278 -2.950 6.183
C -2.117 -2.242 -6.624
C 8.286 -6.352 5.913
C 4.303 4.543 -2.414
C -4.453 -1.256 -0.413
C 4.141 -1.487 -1.522
C 5.876 -6.259 5.563
C 1.599 -0.391 -5.754
C 6.728 2.854 4.293
C 2.616 -4.660 4.595
C -0.056 -5.302 1.414
C 3.319 5.597 -1.817
C -8.228 2.231 -3.133
C -5.630 2.084 -0.628
C -3.846 4.449 0.462
C 3.007 4.157 5.923
C 8.752 -8.145 2.202
C 5.482 -4.038 5.495
C -6.786 -1.157 2.270
C 4.386 -5.440 -1.042
C -0.214 -2.629 -7.738
C -3.575 12.536 0.348
C -6.924 1.446 -4.752
C -4.700 3.453 1.184
C -4.559 -7.665 -0.227
C -0.313 -0.589 5.887
C -6.597 0.531 3.684
C -3.120 2.735 -7.935
C -0.429 2.776 -2.582
C -5.165 -0.582 5.544
C 6.664 3.433 0.718
C 7.180 3.563 3.188
C -4.405 0.953 0.772
C -1.394 0.847 -8.561
C 2.004 5.956 -3.844
C -0.966 -0.207 -1.282
C -7.085 3.974 -4.613
C -3.575 -3.829 -3.184
C 7.174 -7.453 0.319
C -5.458 0.807 -1.158
C 3.505 -5.773 5.138
C -7.113 -0.914 -4.573
C 5.667 2.024 2.540
C 4.616 -2.941 -4.822
C -1.090 3.346 -8.414
C 0.839 -0.974 1.924
C 3.494 5.673 4.368
C 6.067 -3.525 -5.070
C 1.209 -0.767 6.057
C -7.976 1.016 1.605
C 3.239 6.998 7.571
C -1.042 -1.879 -5.843
C 1.427 -1.901 -5.953
C -1.605 9.682 1.507
C -1.815 -3.738 7.277
C 0.293 -7.344 2.291
C 0.950 6.274 -1.926
C 2.690 -7.680 1.661
C -5.804 -1.448 3.240
C 3.835 -2.338 -2.519
C 5.649 -6.174 -1.427
C 1.229 -5.722 1.188
C -4.343 4.962 -7.746
C -2.102 -3.230 9.695
C -0.191 0.887 0.479
C -2.732 11.913 1.240
C -4.049 6.139 -6.851
C 2.775 -8.443 0.346
C -1.668 8.241 0.919
C -3.984 -5.529 -1.465
C -1.234 -1.699 7.963
C 7.905 -5.755 1.560
C -8.168 0.804 -3.013
C 5.966 -0.247 4.977
C -0.005 6.570 -3.024
C 5.287 -0.994 -3.356
C -4.793 -7.256 -2.708
C -0.346 -1.070 -0.327
C -5.010 11.747 -1.627
C 5.126 0.984 4.824
C 5.727 0.349 -1.252
C -4.550 -6.169 -3.541
C -1.854 4.493 -8.267
C -1.925 -6.194 2.784
C 2.741 4.564 2.299
B 0.269 -4.166 -2.584
B -1.203 2.727 3.545
B 2.747 1.957 0.175
B -3.409 0.689 -5.001
B 4.304 -2.363 2.048
B -2.625 -2.870 2.173
H 2.314 6.493 7.850
H -3.867 4.439 -0.628
H -5.697 3.879 1.297
H -5.777 -7.831 1.535
H -3.166 -3.410 9.846
H -1.942 -2.346 10.313
H 4.113 0.822 4.457
H 4.900 6.846 6.187
H 6.997 0.102 5.040
H 8.269 -7.439 6.002
H -5.086 -1.762 -1.142
H -0.068 3.235 -8.744
H 3.595 -9.153 0.452
H 0.134 1.685 1.130
H -2.167 0.132 -8.280
H -7.068 4.196 -5.680
H 0.159 -8.157 2.989
H 1.806 -0.478 2.006
H 4.515 -2.191 -5.606
H -4.171 5.447 0.757
H -3.313 5.812 -6.116
H 6.071 -0.648 -4.014
H -1.040 6.879 -3.026
H 8.954 -7.708 3.180
H 3.715 -3.545 -4.931
H 5.023 1.403 1.935
H -1.117 -3.315 5.180
H -0.573 5.817 -5.628
H -1.333 3.094 -0.628
H -3.858 1.122 4.911
H -3.681 0.683 1.526
H -4.909 6.596 -6.362
H 6.950 2.965 5.344
H -4.696 -8.714 -0.489
H -5.129 -2.274 3.411
H 0.985 6.354 -6.206
H 1.378 -2.525 -5.060
H -1.558 5.531 -8.294
H -3.361 9.451 -0.838
H 0.529 -2.934 -8.460
H 6.885 -2.822 -4.914
H 1.684 -0.028 5.411
H 6.224 -4.395 -4.432
H -1.350 7.473 1.624
H 2.372 -3.852 5.285
H -4.591 11.308 -2.533
H 6.979 -8.428 -0.102
H -3.038 -4.097 -8.495
H 8.174 -9.022 2.492
H -3.576 -7.639 0.245
H -6.596 -0.873 -5.532
H 8.737 -6.030 6.852
H 7.992 4.274 3.147
H 3.524 -6.714 4.588
H -9.039 0.879 1.807
H 3.752 -5.472 -1.928
H -0.693 -0.631 4.866
H -3.449 6.897 -7.355
H 1.069 -2.015 1.699
H 9.019 -6.013 5.181
H -1.836 9.665 2.572
H -4.419 -3.264 -3.580
H -6.632 -7.219 0.135
H 4.413 -4.456 -0.575
H 1.959 -5.133 0.652
H 2.631 -0.256 -5.431
H 2.147 -2.409 -6.594
H -3.113 -3.346 -2.323
H -0.983 -1.524 -4.825
H 3.570 4.028 1.836
H 6.189 -5.527 -2.118
H 5.590 1.357 -1.644
H 4.948 -3.155 5.177
H 2.696 -8.359 2.514
H -4.767 -5.914 -4.568
H 3.102 -3.132 -2.527
H 1.808 -8.937 0.254
H 8.506 -5.231 2.288
H -3.129 -2.499 -9.173
H 0.190 -0.939 2.799
H -4.893 3.966 -4.446
H -7.122 -1.726 1.415
H 9.649 -8.394 1.635
H -7.899 4.557 -4.182
H -5.683 0.351 -2.111
H 6.798 0.159 -1.183
H -0.561 0.403 6.266
H -3.146 -0.557 4.937
H 3.111 -6.107 6.097
H 5.620 -7.102 -1.999
H -3.953 13.548 0.352
H 4.914 1.456 5.784
H 7.712 -3.639 5.714
H 2.776 5.559 1.857
H -8.666 0.070 -2.396
H -8.694 3.010 -2.549
H -2.353 12.372 2.141
H -7.742 2.065 1.784
H 2.849 -7.816 -0.543
H -3.528 -4.974 -0.658
H -8.011 -1.531 -4.545
H -5.613 5.519 -4.238
H 6.546 -4.340 0.465
H -5.684 -6.116 0.979
H -5.921 11.295 -1.236
H -0.644 -4.423 1.193
H -6.070 2.979 -1.043
H -1.399 -3.908 10.179
H 3.205 -4.297 3.752
H -6.435 -1.444 -3.905
H 6.360 2.584 0.105
H -4.381 3.265 2.209
H -6.626 1.491 4.177
H 2.907 3.877 6.962
H -3.382 0.313 6.340
H -0.953 3.659 -2.947
H 1.687 -5.199 4.409
H -5.170 -8.264 -2.794
H 3.887 6.582 3.937
H -3.179 -2.272 -6.428
H 3.829 -6.066 -0.344
H 1.556 -0.638 7.083
H -0.599 10.098 1.450
H 1.448 -1.742 5.635
H 6.146 -3.849 -6.108
H -5.154 4.349 -7.352
H -2.785 4.255 0.618
H 2.777 5.809 -4.583
H -5.798 4.370 -2.881
H -1.136 8.109 -0.023
H -2.309 2.163 -1.673
H -2.667 -5.947 2.025
H -1.223 0.742 -9.633
H -1.115 -0.869 8.644
H -7.938 0.892 0.523
H -3.442 -1.376 -0.804
H -4.657 5.280 -8.740
H 1.067 0.078 -4.926
H 0.596 3.051 -2.334
H 1.909 2.827 4.427
H 3.139 5.376 -0.765
H 3.898 6.511 -1.681
H 7.745 3.502 0.596
H 5.704 -7.324 5.519
H -5.412 12.749 -1.776
H 5.803 -0.928 4.142
H -0.431 1.997 -3.345
H -6.286 1.347 -5.618
H 1.476 0.095 -6.722
H -0.190 7.581 -5.463
H -3.895 2.053 -7.619
H 3.801 -1.296 -0.514
H 0.901 6.377 -0.852
H -0.147 -2.130 -0.381
H -0.527 0.676 -7.923
H -5.117 -1.631 5.835
H 3.775 3.593 -2.486
H 4.583 4.813 -3.433
H -1.516 -0.330 -2.203
H -1.800 -5.534 3.642
H -2.816 -3.967 -3.954
H 2.852 7.864 7.035
H 5.755 -0.832 5.873
H 3.585 7.195 8.585
H 1.843 4.069 1.931
H -2.221 -4.738 7.327
H -2.677 7.863 0.756
H -5.766 -0.157 6.348
H 5.266 0.607 -0.299
H 5.216 4.310 -1.867
H -4.449 -1.829 0.514
H -1.821 -3.639 -9.732
H 4.839 5.482 7.392
H 3.459 -6.908 1.692
H -2.232 -7.136 3.239
H 6.170 4.378 0.492